Density functional theory data (the ωB97M-V functional and the def2-TZVPD basis) for the molecule C23H27N3O5S in a non-equilibrium geometry.

**Lowest unoccupied orbital energy**: 0.6 eV
**E**: -49831.8117 eV
**Structure (SMILES)**: COc1ccc(CNC(=O)Cn2ccc3cc(S(=O)(=O)N4CCCC4)ccc32)cc1OC
**Orbital gap**: 8.3749 eV
**Relative energy (zero: lowest compared OMol25 entry of this formula, charge and spin)**: 3.456 eV
**Largest force on an atom**: 0.0214 Eh/bohr

Geometry as ORCA input:
```
! wB97M-V def2-TZVPD RIJCOSX def2/J DEFGRID3
* xyz 0 1
C -0.013 1.940 -3.503
O 0.409 0.660 -3.093
C -0.501 -0.206 -2.569
C -1.864 0.057 -2.519
C -2.770 -0.874 -2.041
C -2.330 -2.111 -1.604
C -3.279 -3.121 -1.014
N -3.157 -3.061 0.435
C -2.557 -4.026 1.157
O -2.390 -5.164 0.783
C -2.022 -3.522 2.514
N -0.731 -2.939 2.251
C 0.429 -3.666 2.178
C 1.440 -2.906 1.680
C 0.888 -1.630 1.388
C 1.405 -0.457 0.846
C 0.545 0.596 0.654
S 1.197 2.109 -0.015
O 0.102 2.938 -0.456
O 2.241 1.828 -0.958
N 1.945 2.734 1.365
C 1.031 3.466 2.221
C 1.112 4.911 1.723
C 2.590 5.061 1.343
C 3.078 3.613 1.117
C -0.799 0.545 1.020
C -1.327 -0.591 1.592
C -0.488 -1.691 1.752
C -0.967 -2.369 -1.612
C -0.038 -1.448 -2.080
O 1.249 -1.873 -1.999
C 2.322 -1.114 -2.523
H 0.891 2.430 -3.860
H -0.418 2.511 -2.664
H -0.744 1.881 -4.316
H -2.233 1.011 -2.859
H -3.823 -0.633 -2.028
H -4.312 -2.902 -1.299
H -3.025 -4.139 -1.314
H -3.174 -2.123 0.805
H -1.901 -4.371 3.189
H -2.689 -2.784 2.966
H 0.437 -4.691 2.494
H 2.454 -3.210 1.522
H 2.440 -0.365 0.562
H 0.035 3.037 2.140
H 1.382 3.380 3.254
H 0.794 5.631 2.475
H 0.481 5.008 0.840
H 2.715 5.669 0.450
H 3.152 5.523 2.155
H 3.431 3.431 0.102
H 3.875 3.350 1.817
H -1.412 1.412 0.832
H -2.358 -0.602 1.916
H -0.589 -3.314 -1.251
H 2.403 -0.131 -2.056
H 2.229 -0.993 -3.605
H 3.211 -1.705 -2.301
*
```

Density functional theory data (the ωB97M-V functional and the def2-TZVPD basis) for the molecule C23H27N3O5S2.

**Lowest unoccupied orbital energy**: 0.5 eV
**E**: -60667.7714 eV
**Structure (SMILES)**: COc1ccccc1N1CCN(C(=O)[C@@H](C)CS(=O)(=O)c2ccc3c(c2)NC(=O)CS3)CC1
**Orbital gap**: 8.0630 eV
**Relative energy (zero: lowest compared OMol25 entry of this formula, charge and spin)**: 1.781 eV
**Largest force on an atom**: 0.0169 Eh/bohr

Geometry as ORCA input:
```
! wB97M-V def2-TZVPD RIJCOSX def2/J DEFGRID3
* xyz 0 1
C -3.774 4.131 -2.632
O -2.474 3.861 -2.171
C -1.638 4.916 -1.896
C -2.050 6.236 -1.945
C -1.159 7.275 -1.713
C 0.158 6.986 -1.434
C 0.577 5.669 -1.359
C -0.295 4.602 -1.571
N 0.131 3.276 -1.566
C 1.540 2.960 -1.567
C 2.100 2.879 -0.133
N 1.352 1.884 0.603
C 1.739 0.633 0.903
O 0.981 -0.169 1.433
C 3.186 0.224 0.626
C 4.087 0.628 1.795
C 3.159 -1.280 0.429
S 1.913 -1.657 -0.867
O 2.468 -2.705 -1.685
O 1.555 -0.431 -1.540
C 0.459 -2.338 -0.066
C -0.776 -1.742 -0.227
C -1.879 -2.305 0.383
C -1.746 -3.457 1.148
C -0.491 -4.057 1.310
C 0.611 -3.485 0.684
N -0.313 -5.172 2.125
C -1.255 -6.058 2.549
O -0.990 -6.942 3.329
C -2.622 -5.882 1.926
S -3.158 -4.145 1.945
C -0.066 2.199 0.630
C -0.590 2.274 -0.813
H -4.209 3.158 -2.858
H -3.761 4.740 -3.541
H -4.382 4.628 -1.869
H -3.073 6.476 -2.183
H -1.504 8.296 -1.763
H 0.869 7.781 -1.262
H 1.614 5.480 -1.130
H 1.649 1.969 -2.022
H 2.091 3.686 -2.164
H 1.960 3.837 0.381
H 3.163 2.650 -0.148
H 3.535 0.674 -0.304
H 3.716 0.186 2.717
H 5.104 0.282 1.626
H 4.101 1.708 1.915
H 4.103 -1.681 0.073
H 2.833 -1.791 1.331
H -0.855 -0.850 -0.825
H -2.856 -1.858 0.283
H 1.586 -3.939 0.779
H 0.632 -5.358 2.439
H -2.601 -6.222 0.888
H -3.358 -6.458 2.485
H -0.206 3.161 1.134
H -0.576 1.413 1.187
H -0.412 1.309 -1.298
H -1.655 2.491 -0.816
*
```

Density functional theory data (the ωB97M-V functional and the def2-TZVPD basis) for the molecule C23H27N7O3 in a non-equilibrium geometry.

**Lowest unoccupied orbital energy**: 0.0 eV
**E**: -40860.8936 eV
**Structure (SMILES)**: CCOc1ccc2[nH]c(=O)c([C@@H](c3nnnn3Cc3ccco3)N3CCN(C)CC3)cc2c1
**Orbital gap**: 8.0817 eV
**Relative energy (zero: lowest compared OMol25 entry of this formula, charge and spin)**: 3.601 eV
**Largest force on an atom**: 0.0268 Eh/bohr

Geometry as ORCA input:
```
! wB97M-V def2-TZVPD RIJCOSX def2/J DEFGRID3
* xyz 0 1
C 7.448 0.637 -0.339
C 6.984 -0.418 -1.339
O 5.621 -0.279 -1.687
C 4.649 -0.689 -0.829
C 4.866 -1.349 0.386
C 3.801 -1.737 1.172
C 2.493 -1.478 0.771
N 1.417 -1.843 1.537
C 0.098 -1.629 1.229
O -0.773 -1.991 2.003
C -0.135 -0.954 -0.050
C -1.580 -0.753 -0.475
C -2.263 -2.066 -0.253
N -1.707 -3.213 -0.584
N -2.594 -4.157 -0.309
N -3.658 -3.662 0.159
N -3.504 -2.333 0.215
C -4.582 -1.493 0.649
C -4.993 -0.540 -0.426
C -4.990 -0.657 -1.785
C -5.501 0.567 -2.284
C -5.779 1.327 -1.192
O -5.472 0.665 -0.063
N -2.312 0.365 0.093
C -2.264 1.606 -0.653
C -1.028 2.457 -0.350
N -0.999 2.760 1.069
C 0.089 3.648 1.409
C -0.947 1.528 1.835
C -2.155 0.645 1.508
C 0.903 -0.601 -0.839
C 2.260 -0.822 -0.452
C 3.347 -0.435 -1.235
H 6.910 0.548 0.602
H 7.268 1.630 -0.743
H 8.511 0.519 -0.150
H 7.189 -1.430 -0.967
H 7.516 -0.289 -2.285
H 5.864 -1.571 0.727
H 3.981 -2.247 2.107
H 1.586 -2.348 2.400
H -1.580 -0.601 -1.563
H -4.298 -0.931 1.542
H -5.401 -2.176 0.905
H -4.670 -1.503 -2.358
H -5.643 0.833 -3.311
H -6.184 2.313 -1.088
H -3.146 2.182 -0.360
H -2.329 1.394 -1.722
H -0.111 1.930 -0.669
H -1.094 3.397 -0.904
H 1.078 3.213 1.190
H 0.039 3.881 2.472
H -0.017 4.573 0.843
H -0.008 0.977 1.639
H -0.972 1.781 2.898
H -3.059 1.179 1.824
H -2.076 -0.292 2.058
H 0.724 -0.138 -1.801
H 3.186 0.066 -2.176
*
```

Density functional theory data (the ωB97M-V functional and the def2-TZVPD basis) for the molecule C23H27NO2 in a non-equilibrium geometry.

**Lowest unoccupied orbital energy**: 0.1 eV
**E**: -29854.2602 eV
**Structure (SMILES)**: CC(C)(C)N(CC#CCC1(O)c2ccccc2-c2ccccc21)CCO
**Orbital gap**: 7.9785 eV
**Relative energy (zero: lowest compared OMol25 entry of this formula, charge and spin)**: 21.399 eV
**Largest force on an atom**: 0.3772 Eh/bohr

Geometry as ORCA input:
```
! wB97M-V def2-TZVPD RIJCOSX def2/J DEFGRID3
* xyz 0 1
C -4.486 -1.514 1.154
C -4.212 -0.570 -0.096
C -4.454 -0.992 -1.343
C -5.282 0.878 0.410
N -2.859 -0.182 0.200
C -2.442 0.679 1.192
C -1.065 0.671 1.642
C 0.233 0.616 1.683
C 1.599 0.874 1.701
C 2.140 0.560 0.129
O 1.225 1.292 -0.499
C 2.138 -0.847 0.198
C 1.223 -1.746 0.082
C 1.481 -3.154 0.045
C 2.859 -3.447 -0.498
C 3.982 -2.675 -0.244
C 3.601 -1.541 -0.088
C 4.489 -0.020 -0.080
C 5.746 -0.091 -0.046
C 6.414 1.177 -0.049
C 5.590 2.449 -0.033
C 4.168 2.192 0.008
C 3.678 0.995 0.128
C -2.142 0.142 -0.868
C -2.130 1.665 -1.578
O -1.515 2.857 -0.793
H -4.263 -1.184 2.091
H -3.699 -2.255 0.876
H -5.504 -1.896 0.925
H -5.567 -1.357 -1.276
H -4.372 -0.310 -2.058
H -3.971 -1.695 -1.695
H -6.162 0.580 0.144
H -5.030 1.177 1.343
H -4.729 1.714 -0.386
H -2.954 0.117 2.229
H -2.851 1.810 1.162
H 2.215 0.393 2.302
H 1.855 2.017 1.953
H 1.639 1.022 -1.583
H 0.284 -1.621 0.301
H 0.635 -3.808 -0.051
H 3.064 -4.624 -0.355
H 4.923 -3.002 -0.063
H 6.481 -0.919 -0.443
H 7.492 1.536 -0.168
H 5.998 3.253 0.038
H 3.553 2.965 0.215
H -2.325 -0.400 -1.961
H -1.048 0.140 -0.889
H -3.184 1.871 -1.690
H -1.783 1.801 -2.573
H -0.673 2.404 -0.746
*
```

Density functional theory data (the ωB97M-V functional and the def2-TZVPD basis) for the molecule C23H27NO3 in a non-equilibrium geometry.

**Lowest unoccupied orbital energy**: 0.5 eV
**E**: -31904.3260 eV
**Structure (SMILES)**: CCOC(=O)C1CCN(C(=O)c2ccccc2CCc2ccccc2)CC1
**Orbital gap**: 9.1112 eV
**Relative energy (zero: lowest compared OMol25 entry of this formula, charge and spin)**: 19.590 eV
**Largest force on an atom**: 0.3390 Eh/bohr

Geometry as ORCA input:
```
! wB97M-V def2-TZVPD RIJCOSX def2/J DEFGRID3
* xyz 0 1
C 2.617 -5.688 2.745
C 1.858 -6.179 1.564
O 1.063 -5.329 1.223
C 1.229 -4.520 0.378
O 2.264 -4.443 0.022
C 0.135 -3.589 -0.094
C 0.089 -2.479 0.943
C 1.215 -1.546 0.617
N 1.176 -0.846 -0.505
C 0.560 0.293 -1.023
O 0.551 0.657 -2.153
C 0.436 1.193 0.272
C 1.671 1.949 0.817
C 1.566 2.774 1.764
C 0.362 3.213 2.097
C -0.884 2.466 1.772
C -0.634 1.595 0.690
C -2.126 0.833 0.174
C -2.915 2.076 -0.388
C -2.516 3.387 -0.791
C -2.774 4.623 -0.095
C -2.357 5.716 -0.973
C -1.483 5.546 -1.774
C -1.130 4.422 -2.308
C -1.601 3.235 -1.942
C 1.164 -2.059 -1.560
C 0.092 -3.039 -1.306
H 3.456 -6.414 3.013
H 3.239 -4.650 2.241
H 1.973 -5.372 3.643
H 2.495 -6.431 0.618
H 1.393 -7.158 1.916
H -0.847 -4.189 0.047
H 0.095 -2.792 2.041
H -1.029 -2.040 0.751
H 1.126 -0.597 1.312
H 2.071 -2.100 0.817
H 2.431 1.417 0.271
H 2.368 3.343 2.161
H 0.229 3.682 2.985
H -1.750 2.758 2.172
H -2.493 0.247 0.825
H -1.910 0.338 -0.695
H -3.455 2.403 0.700
H -4.041 1.559 -0.718
H -3.650 4.610 0.400
H -2.566 6.667 -0.344
H -0.936 6.557 -2.188
H -0.417 4.335 -3.222
H -1.172 2.294 -2.247
H 1.031 -1.394 -2.498
H 2.102 -2.287 -1.407
H 0.281 -3.927 -2.240
H -0.940 -2.403 -1.625
*
```

Density functional theory data (the ωB97M-V functional and the def2-TZVPD basis) for a structure of composition C23H28BMoN6O3Se3Te in a non-equilibrium geometry.

**Lowest unoccupied orbital energy (spin up / spin down)**: -5.6 / -5.7 eV
**E**: -245243.2268 eV
**Orbital gap (spin up / spin down)**: 3.4649 / 3.4022 eV
**Relative energy (zero: lowest compared OMol25 entry of this formula, charge and spin)**: 2.506 eV
**Largest force on an atom**: 0.0715 Eh/bohr

Geometry as ORCA input:
```
! wB97M-V def2-TZVPD RIJCOSX def2/J DEFGRID3
* xyz 1 3
Mo -0.693 2.152 2.552
Se -1.096 2.301 4.805
Se -1.836 0.078 4.830
Te -2.975 0.201 2.632
Se -2.088 1.793 0.653
C 1.498 2.605 0.702
N 2.828 2.824 0.218
C 3.423 4.040 0.874
N 3.365 4.037 2.351
C 1.921 3.808 2.726
N 1.385 2.489 2.197
C 2.319 1.404 2.641
N 3.757 1.675 2.242
C 3.678 1.715 0.767
C 4.155 2.970 2.822
H 1.026 1.673 0.342
H 0.859 3.439 0.389
H 2.953 4.995 0.561
H 4.459 4.119 0.511
H 1.371 4.666 2.373
H 1.940 3.674 3.824
H 1.926 0.481 2.215
H 2.360 1.286 3.758
H 3.460 0.815 0.241
H 4.704 1.903 0.534
H 5.222 3.121 2.673
H 4.063 2.885 3.912
O -3.478 4.095 2.641
B -2.162 4.050 2.013
O -2.024 5.421 1.447
C -2.835 6.198 2.245
C -2.665 7.537 2.593
C -3.412 8.042 3.658
C -4.404 7.272 4.236
C -4.576 5.935 3.945
C -3.792 5.387 2.937
H -1.992 8.100 1.951
H -3.221 8.994 4.069
H -4.867 7.804 5.009
H -5.166 5.204 4.572
C 1.510 -6.772 -3.551
N 0.553 -6.189 -4.554
N -0.511 -5.414 -4.177
C -1.090 -4.913 -5.378
O -2.175 -4.345 -5.460
C -0.024 -5.100 -6.377
C 0.947 -5.909 -5.837
C 2.292 -6.351 -6.301
C -1.239 -5.509 -2.973
C -1.465 -6.738 -2.305
C -2.275 -6.767 -1.176
C -2.816 -5.587 -0.570
C -2.588 -4.371 -1.220
C -1.778 -4.307 -2.339
H 1.368 -6.268 -2.578
H 2.510 -6.688 -3.947
H 1.280 -7.848 -3.470
H -0.126 -4.810 -7.443
H 3.094 -5.646 -5.938
H 2.404 -6.462 -7.373
H 2.607 -7.316 -5.827
H -1.310 -7.701 -2.795
H -2.604 -7.679 -0.683
H -3.450 -5.676 0.270
H -2.918 -3.418 -0.787
H -1.589 -3.406 -2.872
*
```

Density functional theory data (the ωB97M-V functional and the def2-TZVPD basis) for a structure of composition C23H28BN6O4PS2Y.

**Lowest unoccupied orbital energy (spin up / spin down)**: 0.4 / -0.8 eV
**E**: -74123.1002 eV
**Orbital gap (spin up / spin down)**: 6.7920 / 7.7775 eV
**Relative energy (zero: lowest compared OMol25 entry of this formula, charge and spin)**: 0.000 eV
**Largest force on an atom**: 0.0166 Eh/bohr

Geometry as ORCA input:
```
! wB97M-V def2-TZVPD RIJCOSX def2/J DEFGRID3
* xyz 0 2
Y 0.555 -0.249 -0.747
O -0.850 -0.452 7.255
C -0.028 0.080 6.312
O 0.769 0.917 6.629
C -0.226 -0.381 4.903
C 0.803 -0.151 3.996
C 0.675 -0.551 2.681
C -0.495 -1.162 2.221
C -1.531 -1.380 3.129
C -1.389 -0.994 4.453
N -0.571 -1.480 0.864
C -1.411 -2.431 0.426
C -1.442 -2.763 -0.939
C -2.257 -3.810 -1.439
C -2.214 -4.134 -2.760
C -1.358 -3.419 -3.629
C -0.604 -2.414 -3.094
N -0.616 -2.073 -1.789
H -1.349 -1.180 6.861
H 1.708 0.331 4.344
H 1.529 -0.421 2.021
H -2.469 -1.803 2.794
H -2.235 -1.142 5.117
H -2.022 -3.006 1.112
H -2.903 -4.341 -0.751
H -2.835 -4.934 -3.143
H -1.295 -3.642 -4.685
H 0.052 -1.830 -3.730
C -5.060 1.276 -1.910
C -3.908 1.336 -0.946
O -3.070 2.466 -1.295
P -1.500 2.270 -1.342
S -0.872 1.790 0.480
S -0.980 1.010 -2.774
O -0.994 3.707 -1.772
C -1.061 4.820 -0.838
C 0.339 5.237 -0.475
H -5.768 0.507 -1.595
H -4.712 1.036 -2.916
H -5.583 2.233 -1.940
H -3.315 0.420 -0.982
H -4.234 1.487 0.082
H -1.635 4.533 0.043
H -1.607 5.604 -1.358
H 0.874 4.407 -0.012
H 0.308 6.067 0.235
H 0.889 5.562 -1.360
B 4.153 -0.133 -0.064
N 3.619 -1.557 -0.430
C 4.297 -2.705 -0.446
C 3.399 -3.765 -0.431
C 2.153 -3.150 -0.398
N 2.288 -1.819 -0.408
N 3.663 0.919 -1.115
C 4.384 1.901 -1.652
C 3.532 2.797 -2.284
C 2.266 2.272 -2.073
N 2.343 1.126 -1.368
H 5.364 -0.159 -0.097
H 3.708 0.176 1.032
H 5.375 -2.688 -0.438
H 3.620 -4.818 -0.433
H 1.170 -3.594 -0.370
H 5.455 1.901 -1.535
H 3.796 3.694 -2.818
H 1.312 2.647 -2.406
*
```

Among the records above, which one has the lowest largest force on an atom? C23H28BN6O4PS2Y